1.
Computed, not measured: C3H7FN2S in the gas phase at a distorted geometry, with ωB97M-V with the def2-TZVPD basis set.

Relative energy (zero: lowest compared OMol25 entry of this formula, charge and spin): 9.7 kcal per mole
Structure (SMILES): [H]/N=C(/NS)[C@H](C)F
HOMO level: -9.724 eV
Total charge: 0
M: 122.17 g/mol
Maximum force: 2.04 eV/Å
Orbital gap: 10.432 eV

Each line ends with the natural charge from an NBO analysis.
Positions of all 14 atoms, in Å:
H1 1.36 2.23 -0.26  0.363
N1 0.38 2.18 0.03  -0.659
C1 -0.07 0.99 -0.06  0.401
N2 -1.38 0.64 0.39  -0.791
S1 -2.51 -0.02 -0.71  0.182
C2 0.71 -0.21 -0.62  0.133
C3 0.96 -1.24 0.50  -0.645
F1 1.89 0.25 -1.13  -0.355
H2 -1.75 1.46 0.89  0.399
H3 -2.67 -1.09 0.08  0.109
H4 0.10 -0.63 -1.47  0.191
H5 1.40 -0.87 1.42  0.224
H6 -0.04 -1.59 0.78  0.223
H7 1.62 -2.11 0.17  0.225



2.
Computed, not measured: a gas-phase ion, C3H7FN3 (charge +1) at a distorted geometry, with ωB97M-V with the def2-TZVPD basis set.

Relative energy (zero: lowest compared OMol25 entry of this formula, charge and spin): 66.5 kcal per mole
Structure (SMILES): [H]/N=C(\F)N1[NH2+][C@H]1C
HOMO level: -15.537 eV
Total charge: +1
M: 104.11 g/mol
Maximum force: 2.68 eV/Å
Orbital gap: 11.886 eV

Each line ends with the natural charge from an NBO analysis.
Positions of all 14 atoms, in Å:
H1 -2.58 1.49 2.05  0.406
N1 -1.61 1.21 1.85  -0.656
C1 -1.51 0.44 0.89  0.732
F1 -2.46 -0.16 0.21  -0.270
N2 -0.20 -0.08 0.57  -0.271
N3 0.80 0.86 0.42  -0.397
C2 0.34 -0.14 -0.73  0.179
C3 1.12 -1.38 -1.15  -0.693
H2 1.72 0.80 0.84  0.446
H3 0.45 1.86 0.50  0.456
H4 -0.16 0.29 -1.64  0.253
H5 1.44 -2.01 -0.24  0.257
H6 2.09 -1.17 -1.69  0.270
H7 0.55 -2.03 -1.88  0.288



3.
Computed, not measured: a gas-phase ion, C3H7FN5 (charge +1) at a distorted geometry, with ωB97M-V with the def2-TZVPD basis set.

Relative energy (zero: lowest compared OMol25 entry of this formula, charge and spin): 99.3 kcal per mole
Structure (SMILES): NCn1cnc(NF)[nH+]1
HOMO level: -13.753 eV
Total charge: +1
M: 132.12 g/mol
Maximum force: 7.03 eV/Å
Orbital gap: 9.109 eV

Each line ends with the natural charge from an NBO analysis.
Positions of all 16 atoms, in Å:
N1 2.07 -1.60 0.62  -0.778
C1 1.99 -0.10 0.30  -0.082
N2 0.58 0.35 -0.05  -0.203
C2 0.31 1.51 -1.00  0.251
N3 -1.21 1.67 -1.17  -0.415
C3 -1.71 0.56 -0.27  0.544
N4 -2.97 0.12 0.05  -0.186
F1 -4.04 0.72 -0.53  -0.118
N5 -0.60 -0.21 0.41  -0.411
H1 1.31 -1.87 1.28  0.350
H2 1.81 -2.05 -0.31  0.370
H3 2.45 0.55 1.19  0.246
H4 2.63 0.04 -0.70  0.246
H5 1.05 2.23 -1.56  0.305
H6 -3.03 -0.70 0.73  0.420
H7 -0.80 -1.00 1.08  0.461



4.
Computed, not measured: 2 unconnected molecules or ions with the total composition C3H7FNO at a distorted geometry, with ωB97M-V with the def2-TZVPD basis set.

Relative energy (zero: lowest compared OMol25 entry of this formula, charge and spin): 57.1 kcal per mole
HOMO level: -14.523 eV
Total charge: +1
M: 92.09 g/mol
Maximum force: 4.68 eV/Å
Orbital gap: 10.123 eV

Each line ends with the natural charge from an NBO analysis.
Positions of all 13 atoms, in Å:
C1 1.50 -1.82 -1.04  0.855
C2 -0.63 -0.83 0.71  -0.712
C3 0.67 -0.25 0.23  -0.074
N1 0.45 0.97 -0.68  -0.725
O1 2.10 -1.73 -2.07  -0.490
F1 1.14 -2.95 -0.46  -0.298
H1 -1.46 -0.63 0.00  0.239
H2 -0.78 -0.53 1.83  0.268
H3 -0.51 -1.82 0.99  0.284
H4 1.56 -0.22 0.87  0.261
H5 1.10 1.76 -0.70  0.465
H6 -0.45 1.27 -0.26  0.453
H7 0.25 0.62 -1.67  0.473



5.
Computed, not measured: 2 unconnected molecules or ions with the total composition C3H7FO at a distorted geometry, with ωB97M-V with the def2-TZVPD basis set.

Relative energy (zero: lowest compared OMol25 entry of this formula, charge and spin): 92.2 kcal per mole
HOMO level (spin up / spin down): -8.403 / -8.464 eV
Total charge: 0
M: 78.09 g/mol
Maximum force: 6.18 eV/Å
Orbital gap (spin up / spin down): 8.867 / 8.986 eV

Each line ends with the natural charge from an NBO analysis.
Positions of all 12 atoms, in Å:
C1 0.22 1.39 0.99  -0.585
C2 0.27 -1.13 -0.46  -0.156
C3 -1.04 -0.36 -0.09  0.207
O1 1.31 -0.41 -1.11  -0.701
F1 -1.44 0.33 -1.19  -0.357
H1 0.09 0.80 1.90  0.189
H2 -0.42 2.14 0.79  0.186
H3 1.12 1.20 0.57  0.189
H4 0.73 -1.74 0.41  0.185
H5 0.08 -1.94 -1.10  0.177
H6 -1.76 -0.66 0.66  0.196
H7 0.84 0.38 -1.36  0.470



6.
Computed, not measured: 2 unconnected molecules or ions with the total composition C3H7FOS at a distorted geometry, with ωB97M-V with the def2-TZVPD basis set.

Relative energy (zero: lowest compared OMol25 entry of this formula, charge and spin): 100.3 kcal per mole
HOMO level (spin up / spin down): -11.344 / -9.344 eV
Total charge: 0
M: 110.15 g/mol
Maximum force: 3.42 eV/Å
Orbital gap (spin up / spin down): 9.156 / 6.231 eV

Each line ends with the natural charge from an NBO analysis.
Positions of all 13 atoms, in Å:
C1 -0.16 -0.54 1.02  -0.664
C2 0.05 0.58 -1.17  -0.603
C3 0.60 0.54 0.22  -0.507
O1 2.89 0.98 -0.64  -0.764
F1 2.00 -2.50 0.05  -0.517
S1 2.32 0.33 0.48  1.384
H1 0.29 -1.52 0.98  0.276
H2 -0.36 -0.43 2.16  0.221
H3 -1.23 -0.68 0.75  0.231
H4 -1.09 0.64 -1.06  0.232
H5 0.35 -0.20 -1.81  0.242
H6 0.47 1.53 -1.63  0.224
H7 0.43 1.45 0.77  0.244



7.
Computed, not measured: 2 unconnected molecules or ions with the total composition C3H7FOS at a distorted geometry, with ωB97M-V with the def2-TZVPD basis set.

Relative energy (zero: lowest compared OMol25 entry of this formula, charge and spin): 122.3 kcal per mole
Structure (SMILES): C=C(C)S.OF
HOMO level: -8.486 eV
Total charge: 0
M: 110.15 g/mol
Maximum force: 4.09 eV/Å
Orbital gap: 9.209 eV

Each line ends with the natural charge from an NBO analysis.
Positions of all 13 atoms, in Å:
C1 -2.30 -0.70 -0.29  -0.440
C2 -1.10 -0.11 -0.10  -0.115
C3 -0.81 1.08 0.68  -0.650
S1 0.34 -0.74 -0.93  -0.025
H1 -2.54 -1.68 -0.71  0.208
H2 -3.19 -0.46 0.36  0.194
H3 -0.86 1.97 0.19  0.231
H4 0.18 0.96 1.03  0.217
H5 -1.46 1.17 1.48  0.224
H6 -0.09 -1.46 -2.08  0.153
O1 4.08 -0.44 0.01  -0.321
F1 3.61 0.70 -0.60  -0.132
H7 4.14 -0.29 0.98  0.456



8.
Computed, not measured: 2 unconnected molecules or ions with the total composition C3H7I at a distorted geometry, with ωB97M-V with the def2-TZVPD basis set.

Relative energy (zero: lowest compared OMol25 entry of this formula, charge and spin): 76.9 kcal per mole
HOMO level (spin up / spin down): -8.066 / -8.101 eV
Total charge: 0
M: 169.99 g/mol
Maximum force: 4.22 eV/Å
Orbital gap (spin up / spin down): 8.220 / 8.474 eV

Each line ends with the natural charge from an NBO analysis.
Positions of all 11 atoms, in Å:
C1 -1.49 0.24 -0.23  -0.690
C2 -0.27 0.76 0.38  -0.243
C3 1.56 -0.87 -0.19  -0.573
I1 3.26 0.08 0.70  0.113
H1 -1.51 -0.92 -0.21  0.217
H2 -2.41 0.38 0.34  0.225
H3 -1.76 0.54 -1.19  0.216
H4 -0.16 0.61 1.36  0.169
H5 0.14 1.78 0.06  0.197
H6 1.34 -0.81 -1.24  0.189
H7 1.29 -1.80 0.23  0.178